{
  "formula": "C3H10O",
  "method": "ωB97M-V/def2-TZVPD",
  "species": ["O", "C", "C", "C", "H", "H", "H", "H", "H", "H", "H", "H", "H", "H"],
  "xyz": [[-0.4882, -1.2822, -0.1607], [-2.5817, -1.5624, 1.1330], [3.8483, 3.2110, -1.6931], [-1.3509, -0.7795, 0.8776], [-3.1023, -1.2549, 2.0968], [-2.3185, -2.5670, 1.3972], [-0.3972, -2.2960, -0.1853], [3.9345, 2.2620, -2.2089], [-0.8364, -0.7253, 1.8866], [4.5999, 4.0510, -2.0383], [-3.2030, -1.5593, 0.3512], [4.2272, 3.2847, -0.6773], [2.9244, 3.6235, -1.7578], [-1.4170, 0.2251, 0.5167]],
  "smiles": "CCO.C",
  "charge": 0
}

***

{
  "formula": "C2H11N4O",
  "method": "ωB97M-V/def2-TZVPD",
  "species": ["O", "N", "N", "N", "N", "C", "C", "H", "H", "H", "H", "H", "H", "H", "H", "H", "H", "H"],
  "xyz": [[-1.3874, -2.1296, -0.5922], [0.2485, 1.4068, 1.7692], [-0.7144, -2.2882, 0.5983], [0.2007, 0.9045, -0.8891], [1.8056, -0.6712, -1.0004], [0.8617, 0.0625, -1.5909], [-1.2688, -1.6597, 1.5714], [1.0490, 0.9705, 2.2042], [0.3479, 1.1231, 0.1610], [0.6127, -0.0516, -2.7265], [0.1213, 2.4591, 2.0169], [-2.1303, -0.9441, 1.6360], [2.3923, -1.3296, -1.5395], [-0.5647, 0.8158, 2.0739], [-0.4874, 1.4910, -1.1590], [-0.9865, -2.8254, -1.2038], [2.1137, -0.7569, -0.0910], [-0.6956, -1.7133, 2.4614]],
  "charge": 1
}

***

{
  "formula": "C5H8O",
  "method": "ωB97M-V/def2-TZVPD",
  "species": ["O", "C", "C", "C", "C", "C", "H", "H", "H", "H", "H", "H", "H", "H"],
  "xyz": [[1.7498, -0.5217, 0.6699], [0.3512, -0.6346, 0.8163], [-0.2113, 0.7190, 1.1905], [-0.5716, 1.0747, -0.2889], [0.0311, 0.0712, -1.5639], [-0.4388, -0.7018, -0.4694], [-1.5748, 1.4792, -0.3827], [1.0617, 0.3181, -1.7525], [-1.2747, -1.3884, -0.5789], [0.0810, -1.4373, 1.5015], [-1.1405, 0.5705, 1.7745], [-0.5312, -0.1288, -2.5035], [0.4749, 1.3098, 1.8083], [2.0094, -0.8879, -0.1817]],
  "smiles": "O[C@H]1C[C@H]2C[C@H]21",
  "charge": 0
}

***

{
  "formula": "C20H24Cl2N7PPdTe",
  "method": "ωB97M-V/def2-TZVPD",
  "species": ["Te", "Pd", "Cl", "Cl", "P", "N", "N", "N", "N", "N", "N", "N", "C", "C", "C", "C", "C", "C", "C", "C", "C", "C", "C", "C", "C", "C", "C", "C", "C", "C", "C", "C", "H", "H", "H", "H", "H", "H", "H", "H", "H", "H", "H", "H", "H", "H", "H", "H", "H", "H", "H", "H", "H", "H", "H", "H"],
  "xyz": [[1.4364, -2.3902, 2.0319], [-0.1906, -0.4562, 0.5375], [-1.6953, -1.4282, 2.2036], [-5.5862, 1.0405, -0.7182], [-1.5905, 0.7749, -2.2168], [-3.0778, 1.0251, 0.6516], [-2.3378, 2.9793, 1.6428], [-0.4585, -1.6869, -1.3090], [0.9218, 0.8650, -0.8465], [0.3315, 2.7026, -1.9249], [-2.1468, -1.8721, -2.7257], [-0.8581, 1.3388, 1.7271], [-3.1249, -1.4254, 1.2145], [-1.7720, -3.1368, -2.3778], [-0.7327, -3.0053, -1.5053], [-0.3280, 2.4601, 2.3112], [-2.1050, 1.6584, 1.3314], [3.2994, -3.4754, 2.3064], [-4.8494, -0.3720, -0.0341], [-3.7686, -2.6404, 1.0603], [2.5492, -0.5437, 1.9244], [1.5434, 2.9485, -1.3438], [-4.9492, -2.7327, 0.3489], [1.8952, 1.8050, -0.6901], [-3.1517, -1.5497, -3.7164], [-3.5970, -0.2140, 0.6447], [-1.2205, 3.4803, 2.2620], [-0.0308, 1.4200, -1.6030], [-0.4445, 3.6602, -2.6837], [-1.3435, -0.9967, -2.0424], [-3.5583, 3.6963, 1.3585], [-5.5035, -1.5745, -0.1766], [-5.4501, -3.6827, 0.2235], [-2.2605, -4.0078, -2.7791], [-3.3361, -3.5210, 1.5171], [0.6629, 2.4530, 2.7346], [2.7912, 1.6182, -0.1230], [0.2280, 4.3132, -3.2362], [-1.0868, 3.1357, -3.3874], [-3.4682, -0.5170, -3.6037], [3.8389, -3.0734, 3.1611], [-4.1059, 3.1306, 0.6096], [-6.4594, -1.6022, -0.6829], [1.8416, 0.2808, 1.8880], [3.9182, -3.4199, 1.4142], [3.0530, -4.5177, 2.5009], [-4.1745, 3.7887, 2.2550], [-0.1471, -3.7693, -1.0211], [-3.3278, 4.6923, 0.9803], [-1.1626, 4.4921, 2.6242], [2.0617, 3.8842, -1.4623], [3.1791, -0.4338, 2.8052], [-2.7539, -1.6861, -4.7235], [3.1515, -0.5530, 1.0200], [-1.0688, 4.2609, -2.0202], [-4.0176, -2.1930, -3.5788]],
  "multiplicity": 3,
  "s_squared": 2.0165,
  "charge": 0
}

***

no.,DFT total energy (eV)
1,-5319.2778
2,-10251.9122
3,-7358.4325
4,-76664.8448